Below is a 2-piece molecular cluster, C11H23F5NO2Si2 overall, with properties calculated with ωB97M-V/def2-TZVPD.

Structure (XYZ):
```
44
Properties=species:S:1:pos:R:3:forces:R:3:lowdin_charge:R:1
Si -1.636906 -1.742162 5.257319 0.042 -0.067 0.037 0.628
Si 0.537432 -2.634726 3.288370 0.048 -0.010 -0.017 0.583
F -3.374907 0.107458 4.400077 -0.231 0.192 -0.083 0.048
F -0.001698 0.605392 4.814698 -0.243 0.150 -0.096 0.101
F -1.725329 1.878316 5.168506 0.013 -0.038 -0.054 0.160
F -2.017327 -0.616512 2.833084 -0.101 -0.069 -0.419 0.060
F -0.938959 1.633356 3.156013 -0.219 0.055 0.254 0.171
O 0.508264 -1.788560 -2.010243 0.013 0.077 0.090 -0.343
O -0.352868 -2.566182 4.703736 -0.060 0.274 -0.101 -0.486
N 0.915355 -0.443871 -1.906236 0.099 -0.078 -0.069 -0.199
C 1.475581 1.592788 -3.114467 -0.036 -0.006 0.024 -0.155
C -2.082314 -0.236970 4.123680 0.082 -0.321 0.496 -0.518
C -0.552232 1.613396 -1.568861 0.042 -0.073 -0.054 -0.164
C 1.097315 0.117478 -3.247636 -0.058 -0.044 -0.138 -0.560
C -0.100093 -0.092006 -4.203154 0.046 0.037 0.127 -0.045
C 0.085151 0.351746 -0.958897 -0.233 -0.118 0.071 -0.520
C 2.282977 -0.632731 -3.865261 0.015 0.093 0.041 -0.070
C -1.195616 1.011872 4.302434 0.619 -0.002 -0.101 -0.578
C 0.400071 2.451802 -2.428612 -0.003 -0.051 -0.038 -0.185
C -1.052499 -0.504644 -0.391123 0.024 0.181 0.079 -0.073
C 0.985138 0.778675 0.213175 0.094 -0.141 -0.097 -0.047
H 1.458300 -0.116249 0.623112 0.025 0.039 0.012 0.065
H -0.187331 2.987864 -3.180376 0.006 0.011 0.002 0.096
H 1.780816 1.447906 -0.126364 -0.032 -0.011 -0.001 0.068
H 0.558527 -1.305527 2.664525 0.040 0.009 0.009 -0.052
H 1.896691 -3.047231 3.681580 0.003 -0.049 -0.001 -0.067
H -0.332548 -1.156630 -4.197644 -0.009 -0.017 0.025 0.066
H 1.706540 1.993250 -4.107229 0.020 0.017 0.010 0.105
H 0.151303 0.232730 -5.218479 0.024 -0.022 0.002 0.068
H -1.625172 0.098154 0.326940 0.015 -0.039 -0.040 0.065
H -2.842421 -2.585797 5.213141 -0.052 0.018 0.036 -0.007
H -1.409277 -1.185238 6.602278 0.008 -0.081 0.038 -0.007
H 3.138314 -0.561769 -3.189403 0.026 0.007 -0.038 0.074
H -0.990886 0.447203 -3.886276 -0.044 0.055 -0.035 0.056
H -1.405182 1.294518 -2.167607 -0.041 0.022 -0.026 0.090
H -0.085271 -3.629863 2.402108 0.011 -0.035 -0.001 -0.049
H 0.882805 3.221998 -1.820407 0.008 -0.006 0.016 0.093
H 2.547608 -0.209220 -4.841927 -0.003 -0.021 0.018 0.067
H 2.403498 1.620236 -2.534087 -0.023 0.029 0.026 0.104
H 2.019286 -1.683340 -3.967250 0.001 -0.015 0.011 0.065
H -0.651196 -1.390055 0.096704 0.002 -0.001 0.025 0.058
H -1.712747 -0.856146 -1.182027 0.035 0.012 -0.061 0.074
H 0.408603 1.277866 0.998700 0.013 0.020 0.022 0.056
H -0.966795 2.221429 -0.756618 0.014 0.020 -0.003 0.106
```
Forces are in eV/Å.

The total energy is -1716.50326 hartree. The HOMO energy comes out at -1.3869 eV. For the orbital gap, the calculation gives 0.1425 Ha. Its net charge is -1. The lowest unoccupied orbital energy comes out at 2.492 eV. The value obtained for the molar mass is 352.47 g/mol.